Computed, not measured: an isolated molecule of C5H5NO, with ωB97M-V/def2-TZVPD.

The value obtained for the total energy is -323.419743 Eh. Its SMILES is C#C[C@@H](O)CC#N. The calculation puts the LUMO energy at 0.0272 Eh. The HOMO energy is -0.3831 Eh. The maximum force comes out at 1.21 eV/A. The frontier orbital gap is 0.4103 Eh. The value obtained for the energy above the lowest of the compared OMol25 structures with the same formula, charge and spin is 2.7196 eV.

Geometry (Å):
1 C 1.74730 0.24485 1.15867
2 C 0.98090 0.68944 0.34366
3 C -0.15590 0.78340 -0.57954
4 O 0.23795 0.81072 -1.93336
5 C -1.14959 -0.42485 -0.29118
6 C -0.57672 -1.40246 0.63245
7 N 0.01343 -2.05534 1.38259
8 H 2.37353 -0.20091 1.90005
9 H -0.71081 1.71209 -0.41910
10 H 1.02800 0.26282 -2.02863
11 H -2.09856 -0.06544 0.12387
12 H -1.37414 -0.90452 -1.24966


Computed, not measured: an isolated molecule of C5H5NO, with ωB97M-V/def2-TZVPD.

The value obtained for the total energy is -323.475715 Eh. Its SMILES is N#C[C@H]1C=COC1. The calculation puts the LUMO energy at 0.0293 Eh. The HOMO energy is -0.3451 Eh. The maximum force comes out at 1.14 eV/A. The frontier orbital gap is 0.3745 Eh. The value obtained for the energy above the lowest of the compared OMol25 structures with the same formula, charge and spin is 1.1965 eV.

Geometry (Å):
1 N 0.94364 -1.19125 -2.48455
2 C 0.58276 -0.44266 -1.67948
3 C 0.13366 0.48530 -0.62210
4 C -1.25136 0.11342 -0.11913
5 C -1.08755 -0.58475 1.00227
6 O 0.19337 -0.66196 1.45230
7 C 0.92593 0.30283 0.68660
8 H 0.21790 1.50764 -1.00190
9 H -2.17873 0.30567 -0.63686
10 H -1.81484 -1.12288 1.59774
11 H 1.94570 -0.05741 0.56190
12 H 0.92614 1.25124 1.23799


Computed, not measured: a cluster of 2 separate species, C5H5NO in total, with ωB97M-V/def2-TZVPD.

The value obtained for the total energy is -323.298739 Eh. The calculation puts the LUMO energy at -0.0347 Eh. The HOMO energy is -0.3338 Eh. The maximum force comes out at 5.61 eV/A. The frontier orbital gap is 0.2991 Eh. The value obtained for the energy above the lowest of the compared OMol25 structures with the same formula, charge and spin is 6.0122 eV.

Geometry (Å):
1 C -0.75597 -1.15169 0.25983
2 C 0.41533 -1.06462 0.15201
3 C -3.05066 1.08173 0.47286
4 C -2.84335 -1.32805 0.82515
5 C 1.85700 -1.02803 -0.08274
6 N -2.99582 -0.19324 0.29847
7 O -3.22053 -2.37582 1.17513
8 H -3.06285 1.54770 -0.56673
9 H -2.84502 1.73492 1.41671
10 H 2.28879 -0.06317 0.07043
11 H 2.17049 -1.33284 -1.06239
12 H 2.49812 -1.74685 0.63857


Computed, not measured: a structure of composition C5H5NO, with ωB97M-V/def2-TZVPD.

The value obtained for the total energy is -323.297215 Eh. The calculation puts the LUMO energy at 0.0067 Eh. The HOMO energy is -0.2931 Eh. The maximum force comes out at 1.61 eV/A. The frontier orbital gap is 0.2998 Eh. The value obtained for the energy above the lowest of the compared OMol25 structures with the same formula, charge and spin is 6.0537 eV.

Geometry (Å):
1 N 2.83122 -0.55752 0.25581
2 C 2.09504 0.51386 0.25972
3 C 0.78013 0.23367 0.28547
4 O 0.01391 0.05761 1.38360
5 C -1.08011 -0.32296 0.51305
6 C -1.36917 0.81572 -0.39011
7 C -0.23342 -0.12910 -0.71161
8 H 2.10877 -1.30945 0.27373
9 H -1.72361 -1.12710 0.83756
10 H -2.23285 0.73731 -1.03358
11 H -1.07999 1.81052 -0.06108
12 H -0.10992 -0.72254 -1.61256


Computed, not measured: a structure of composition C5H5NO, with ωB97M-V/def2-TZVPD.

The value obtained for the total energy is -323.309042 Eh. The calculation puts the LUMO energy (alpha / beta) at -0.0270 / -0.0316 Eh. The HOMO energy (alpha / beta) is -0.3052 / -0.3043 Eh. The maximum force comes out at 1.89 eV/A. The frontier orbital gap (alpha / beta) is 0.2782 / 0.2726 Eh. The value obtained for the energy above the lowest of the compared OMol25 structures with the same formula, charge and spin is 5.7319 eV.

Geometry (Å):
1 O 0.34554 0.12618 1.94774
2 C 0.72579 0.13413 0.78390
3 C 2.13570 0.23562 0.38632
4 C 3.12145 -0.00992 -0.26452
5 C -0.20217 0.10989 -0.37695
6 C -2.13040 -0.46586 -0.38281
7 N -1.49229 0.66425 0.04339
8 H 3.95905 -0.30972 -0.85498
9 H 0.24953 0.48981 -1.30878
10 H -2.72361 -1.02950 0.36280
11 H -2.56636 -0.51998 -1.39149
12 H -1.42224 0.57511 1.05537


Computed, not measured: an isolated molecule of C5H5NO, with ωB97M-V/def2-TZVPD.

The value obtained for the total energy is -323.357133 Eh. The calculation puts the LUMO energy (alpha / beta) at -0.0199 / -0.0199 Eh. The HOMO energy (alpha / beta) is -0.2826 / -0.2826 Eh. The maximum force comes out at 1.14 eV/A. The frontier orbital gap (alpha / beta) is 0.2627 / 0.2628 Eh. The value obtained for the energy above the lowest of the compared OMol25 structures with the same formula, charge and spin is 4.4233 eV.

Geometry (Å):
1 N -2.11152 0.86120 -1.93008
2 C -1.50219 0.83130 -0.94619
3 C -0.68291 0.85251 0.27035
4 O -0.95971 -0.58978 0.98286
5 C 0.18657 -1.13170 0.69180
6 C 0.98160 -0.61534 -0.43487
7 C 0.75075 0.77560 0.08140
8 H -1.06936 1.56265 1.00002
9 H 0.46473 -1.98232 1.31728
10 H 2.01146 -0.97347 -0.42665
11 H 0.52153 -0.82429 -1.41440
12 H 1.40905 1.23365 0.80849


Computed, not measured: an isolated molecule of C5H5NO, with ωB97M-V/def2-TZVPD.

The value obtained for the total energy is -323.181593 Eh. Its SMILES is N1O[C@@H]1[C@]12[C@@H]3[C@H]1[C@@H]32. The calculation puts the LUMO energy at 0.0419 Eh. The HOMO energy is -0.3154 Eh. The maximum force comes out at 5.51 eV/A. The frontier orbital gap is 0.3573 Eh. The value obtained for the energy above the lowest of the compared OMol25 structures with the same formula, charge and spin is 9.1999 eV.

Geometry (Å):
1 N -0.51095 -0.63234 -2.57591
2 O -1.83117 -0.46570 -2.04762
3 C -0.83887 -1.07620 -1.30710
4 C -0.13593 -0.17287 0.04520
5 C 0.51034 1.05234 0.46527
6 C 0.73526 -0.22958 1.24464
7 C -0.54913 0.48632 1.34210
8 H 0.08347 0.08240 -2.80399
9 H -0.91644 -2.10769 -1.17442
10 H 0.92518 2.06746 0.07218
11 H 1.41285 -0.90065 1.81182
12 H -1.03496 0.87917 2.20276


Computed, not measured: a cluster of 2 separate species, C5H5NO in total, with ωB97M-V/def2-TZVPD.

The value obtained for the total energy is -323.159656 Eh. The calculation puts the LUMO energy (alpha / beta) at -0.0483 / -0.0460 Eh. The HOMO energy (alpha / beta) is -0.2934 / -0.3027 Eh. The maximum force comes out at 4.10 eV/A. The frontier orbital gap (alpha / beta) is 0.2451 / 0.2567 Eh. The value obtained for the energy above the lowest of the compared OMol25 structures with the same formula, charge and spin is 9.7969 eV.

Geometry (Å):
1 N 2.58819 0.65156 -0.52930
2 C 1.66016 0.17314 -0.02557
3 C 0.73291 -0.68378 0.50847
4 O 0.00196 -0.11692 1.58355
5 C -1.05469 -0.27992 0.69065
6 C -1.14121 0.77508 -0.32407
7 C -0.20349 -0.28174 -0.85449
8 H 0.99745 -1.73902 0.68113
9 H -1.79092 -0.95976 1.07002
10 H -2.13813 0.77172 -0.78422
11 H -0.80470 1.76672 -0.01290
12 H 1.15248 -0.07710 -2.00327


Computed, not measured: an isolated molecule of C5H5NO2, with ωB97M-V/def2-TZVPD.

The value obtained for the total energy is -398.599142 Eh. Its SMILES is CC(C#N)(C=O)C=O. The calculation puts the LUMO energy at -0.0100 Eh. The HOMO energy is -0.3753 Eh. The maximum force comes out at 9.85 eV/A. The frontier orbital gap is 0.3653 Eh. The value obtained for the energy above the lowest of the compared OMol25 structures with the same formula, charge and spin is 4.8799 eV.

Geometry (Å):
1 C -0.58443 -0.82090 1.13421
2 C 0.27535 -0.19964 -0.01810
3 C 1.58912 -0.69561 -0.57140
4 N 2.81004 -0.47696 -0.83451
5 C 0.50633 1.38734 0.20440
6 O -0.33252 2.13289 -0.31475
7 C -0.89979 -0.06326 -1.27062
8 O -1.88357 -0.66649 -1.18502
9 H -1.68452 -0.31654 1.02439
10 H -0.81471 -1.90764 1.32527
11 H -0.24858 -0.67375 2.31050
12 H 1.53238 1.91255 0.44059
13 H -0.26510 0.38800 -2.24496


Computed, not measured: an isolated molecule of C5H5NO2, with ωB97M-V/def2-TZVPD.

The value obtained for the total energy is -398.558936 Eh. Its SMILES is C#C/C(=N\O)[C@@H]1CO1. The calculation puts the LUMO energy at 0.0192 Eh. The HOMO energy is -0.3415 Eh. The maximum force comes out at 4.97 eV/A. The frontier orbital gap is 0.3607 Eh. The value obtained for the energy above the lowest of the compared OMol25 structures with the same formula, charge and spin is 5.9739 eV.

Geometry (Å):
1 C 1.90765 -1.36505 -1.48934
2 C 1.11683 -0.44653 -1.24900
3 C 0.15338 0.11140 -0.43875
4 N -0.16980 1.35800 -0.45603
5 O 0.48126 2.09847 -1.30577
6 C -0.56614 -0.73516 0.57849
7 C -1.33182 -0.07691 1.62093
8 O -0.09393 -0.79430 1.87816
9 H 2.86548 -1.80609 -1.68505
10 H -0.01962 2.93614 -1.34582
11 H -0.77497 -1.78569 0.16243
12 H -1.30327 1.05174 1.72196
13 H -2.26506 -0.54602 2.00777


Computed, not measured: a cluster of 2 separate species, C5H5NO2 in total, with ωB97M-V/def2-TZVPD.

The value obtained for the total energy is -398.493256 Eh. The calculation puts the LUMO energy at -0.0713 Eh. The HOMO energy is -0.3193 Eh. The maximum force comes out at 7.56 eV/A. The frontier orbital gap is 0.2480 Eh. The value obtained for the energy above the lowest of the compared OMol25 structures with the same formula, charge and spin is 7.7612 eV.

Geometry (Å):
1 C 0.20228 -1.19859 -0.59780
2 C -0.55482 -0.78755 0.45393
3 C -0.75722 0.41232 0.92504
4 C -0.21481 1.42419 0.15977
5 C 0.76268 -0.08454 -1.41366
6 H -0.26605 -3.01998 -0.56262
7 H -1.04409 -1.68065 0.94412
8 H -1.08900 0.59846 1.94853
9 H 0.43272 3.19583 1.93888
10 H 1.59903 -0.41539 -2.23307
11 N 0.42313 1.13264 -0.87629
12 O 0.68779 -2.42938 -0.93784
13 O -0.18165 2.85263 0.25100


Computed, not measured: an isolated molecule of C5H5NO2, with ωB97M-V/def2-TZVPD.

The value obtained for the total energy is -398.408920 Eh. The calculation puts the LUMO energy (alpha / beta) at -0.0767 / -0.0088 Eh. The HOMO energy (alpha / beta) is -0.3172 / -0.3558 Eh. The maximum force comes out at 3.46 eV/A. The frontier orbital gap (alpha / beta) is 0.2406 / 0.3470 Eh. The value obtained for the energy above the lowest of the compared OMol25 structures with the same formula, charge and spin is 10.0561 eV.

Geometry (Å):
1 C 1.14276 -1.40306 0.49829
2 C 0.37211 -0.73630 1.32234
3 C -0.92078 0.93942 -0.08416
4 C -0.29249 0.80721 -1.19155
5 C -0.78736 0.19522 1.24574
6 N 0.49938 0.45546 -2.22743
7 O 1.64357 0.89158 -2.52217
8 O 0.00263 -0.41581 -2.98810
9 H 1.91021 -1.99197 0.09495
10 H 0.61176 -0.98524 2.37741
11 H -1.62071 1.69653 0.01321
12 H -1.80737 -0.34785 1.43324
13 H -0.75372 0.89480 2.02825